<A>
The following is a quantum chemistry calculation of the molecule C4H6S, from the OMol25 dataset.

```
11
C4H6S ωB97M-V/def2-TZVPD
S 1.58084 2.54872 0.21467
C -0.19759 0.56542 -0.21587
C 1.12400 0.92702 0.28084
C -0.84796 -0.56137 0.63345
C -0.21271 -0.86463 -0.70889
H -0.28294 -0.84574 1.48396
H -1.89072 -0.61388 0.57030
H -0.82480 1.26925 -0.77127
H 1.71568 0.12556 0.69952
H -0.97834 -1.29447 -1.41129
H 0.81454 -1.25587 -0.77544
```

* spin multiplicity: 1
* structure (SMILES): S=CC1CC1
* HOMO: -8.6 eV
* HOMO-LUMO gap: 8.40 eV
* total charge: 0

List of natural (NBO) charges in e, atom by atom: -0.015 -0.323 -0.198 -0.388 -0.408 0.217 0.227 0.247 0.194 0.233 0.214

---

<B>
The following is a quantum chemistry calculation of the molecule C4H6S, from the OMol25 dataset.

```
11
C4H6S ωB97M-V/def2-TZVPD
S 1.09129 -0.79925 -0.64377
C -0.40300 -1.57172 0.16726
C -1.62733 -0.81720 -0.29182
C -1.86896 0.71282 -0.46447
C 1.29217 0.98094 0.08752
H -0.02854 -1.03723 1.11767
H -2.37040 1.54701 -0.75116
H 2.32994 0.92459 -0.36325
H 1.07938 1.10429 1.33664
H -0.17819 -2.84088 0.21445
H 0.68364 1.79662 -0.40906
```

* spin multiplicity: 1
* structure (SMILES): C#CCSC
* HOMO: -8.6 eV
* HOMO-LUMO gap: 8.24 eV
* total charge: 0

List of natural (NBO) charges in e, atom by atom: 0.170 -0.682 -0.024 -0.179 -0.731 0.272 0.189 0.240 0.232 0.292 0.221

---

Stability summary: most stable <A>, least stable <B>.